Molecular formula: CH4Cl2OSi
Method: DFT, the ωB97M-V functional and the def2-TZVPD basis

Each line ends with the Löwdin charge.
Atoms and positions in Å:
H 1.91 0.58 0.36  -0.020
Cl -2.36 1.24 -0.54  0.325
H 2.23 -0.72 -1.06  -0.021
H -0.50 0.39 2.04  0.065
C 1.75 0.19 -0.66  0.009
Si -1.26 -0.29 0.06  -0.383
Cl -2.24 -1.93 -0.41  0.355
H 1.60 0.86 -1.51  -0.029
O -1.13 -0.32 1.73  -0.300

Summary:
* HOMO energy (spin up / spin down): -9.12 / -8.28 eV
* charge: 0
* multiplicity: 1

Molecular formula: C2H5O2S
Method: DFT, the ωB97M-V functional and the def2-TZVPD basis

Each line ends with the Löwdin charge.
Atoms and positions in Å:
O -0.05 1.75 0.52  -0.180
H -1.17 -2.04 -1.20  -0.002
H 0.57 -1.99 -1.44  0.014
C 0.48 1.39 1.61  -0.619
S -0.69 0.14 -1.91  0.511
H -0.47 0.94 -0.76  -0.159
O 1.00 0.28 1.83  -0.114
H 0.54 2.09 2.47  0.090
H 0.09 -1.17 -0.06  0.002
C -0.29 -1.40 -1.06  -0.544

Summary:
* HOMO energy: -4.31 eV
* charge: -1
* multiplicity: 1

Molecular formula: C7H13Br9
Method: DFT, the ωB97M-V functional and the def2-TZVPD basis

Each line ends with the Löwdin charge.
Atoms and positions in Å:
Br -5.14 7.36 13.25  0.562
H -11.61 12.09 12.02  0.023
Br -9.06 3.88 15.56  0.658
H -6.92 8.07 11.68  -0.095
Br -7.31 8.20 8.70  0.654
H -7.42 3.17 17.41  0.085
H -8.66 10.69 8.12  0.005
H -6.14 9.46 6.94  0.075
C -9.39 11.72 12.34  -0.631
C -6.90 7.32 12.44  -1.599
C -7.38 3.39 16.30  -0.755
Br -7.60 12.15 6.32  0.640
H -7.06 1.28 15.94  0.055
H -8.69 12.06 13.00  0.031
C -6.72 2.22 15.60  -0.667
H -6.20 10.35 8.51  0.024
H -9.38 10.67 12.06  0.036
Br -8.23 7.72 13.74  0.559
H -6.76 4.27 16.28  0.031
Br -9.35 12.82 10.72  0.650
C -8.06 10.55 7.27  -0.729
Br -7.35 5.55 11.66  0.503
C -6.77 9.83 7.80  -0.674
Br -4.78 2.28 15.78  0.621
H -6.85 2.49 14.65  -0.023
C -10.82 11.97 12.80  -0.716
H -8.58 9.85 6.63  0.050
H -10.87 12.73 13.60  0.066
Br -11.68 10.39 13.61  0.562

Summary:
* HOMO energy: -10.23 eV
* charge: 0
* multiplicity: 1

Molecular formula: C50H103N3O18P
Method: DFT, the ωB97M-V functional and the def2-TZVPD basis

Each line ends with the Löwdin charge.
Atoms and positions in Å:
H -3.38 2.36 1.90  0.096
H 1.00 5.31 0.75  0.109
N 1.52 -0.11 -2.93  0.025
H -2.18 -8.41 -1.64  0.119
O 2.22 -1.96 -4.49  -0.166
H -2.83 -5.81 8.17  0.126
C -1.64 1.06 4.33  -0.177
H -2.31 -0.48 0.28  0.107
C -2.22 -4.53 10.83  -0.109
C 0.20 3.50 -0.56  -0.142
H 1.50 -13.50 -2.26  0.088
C -0.96 -1.51 -5.36  -0.363
C 4.97 7.55 -8.50  -0.182
H -1.50 9.39 3.60  0.102
H 5.89 7.73 -9.07  0.127
C 4.92 3.19 -8.67  -0.103
H -5.06 -0.62 6.77  0.088
H -3.95 2.75 4.31  0.100
O 0.27 -3.21 7.93  -0.197
H 3.00 4.24 1.62  0.087
O -2.55 6.93 4.18  -0.206
H -1.92 -8.47 0.45  0.082
H 5.77 3.52 -9.27  0.094
H 2.21 -11.13 -0.29  0.127
H 0.80 -4.52 6.46  0.090
C -1.70 -1.88 8.53  -0.165
O 0.68 -11.79 -1.46  -0.203
H -1.50 -9.95 1.32  0.090
H -2.11 5.01 4.70  0.081
H 3.63 -0.53 -3.63  0.142
H 6.08 6.89 -6.80  0.128
C -0.72 1.05 -2.13  0.066
H 3.64 3.89 -0.12  0.065
C -2.28 -0.61 -5.87  -0.120
H -2.60 6.02 6.06  0.096
H 3.44 3.57 -6.79  0.090
H -1.45 -4.00 11.39  0.090
C -2.11 -9.54 0.49  -0.107
H 1.52 8.54 3.52  0.124
O -1.72 -10.22 -0.70  -0.200
C -3.28 -0.60 -0.40  -0.099
C -5.33 1.54 5.50  -0.178
H 0.46 -2.63 -2.54  0.102
H 0.42 -9.38 -0.19  0.103
O 4.00 7.08 -9.44  -0.205
C 4.72 -6.01 -3.55  -0.051
H -0.08 -3.58 -6.14  0.075
C -0.45 -1.87 -2.66  -0.115
H -0.03 -12.96 -2.98  0.090
O -0.17 7.72 2.60  -0.217
P 3.22 2.51 -3.04  0.791
H -0.94 1.90 4.23  0.121
C 1.37 4.56 -0.08  -0.191
H -1.81 1.65 1.50  0.050
H -0.14 -1.31 7.13  0.109
C 0.82 7.71 3.62  -0.187
H 2.56 -6.82 -2.65  0.086
C -2.41 2.07 2.31  -0.115
H 0.13 -2.10 -7.30  0.092
H -2.32 1.75 -0.65  0.115
H 2.47 2.62 0.72  0.083
O -3.09 -0.03 -1.75  -0.237
C -0.63 -2.64 -6.55  -0.105
O 0.17 3.37 -2.05  -0.090
C 2.61 -1.06 -3.37  -0.137
H 1.02 7.65 5.74  0.129
H -1.12 -2.06 -1.69  0.118
O 0.53 -8.81 -2.18  -0.145
H -2.66 0.10 -4.99  0.075
H -2.04 0.06 -6.79  0.082
H 0.65 8.29 0.79  0.077
H -4.57 -1.63 5.41  0.083
H -1.63 -4.06 6.84  0.103
H -3.12 8.06 5.86  0.126
N 4.63 1.75 -2.75  -0.331
O -2.66 -2.43 7.62  -0.141
C 0.93 -12.63 -2.57  -0.108
H -1.07 0.13 4.21  0.122
H 6.56 -4.76 -4.52  0.092
H -1.99 -0.83 8.67  0.124
H 2.10 3.93 -7.89  0.126
H 2.29 5.64 -6.17  0.121
C -2.30 1.21 -1.70  -0.133
H -3.21 -1.30 -6.12  0.095
C -2.81 -4.78 8.53  -0.183
H -0.92 9.00 1.19  0.091
H -2.70 -9.90 -2.44  0.126
H 0.38 -1.38 8.83  0.128
H -1.44 1.01 6.45  0.124
H 0.52 9.61 2.00  0.089
H -3.14 -3.93 10.88  0.086
C -2.27 1.08 5.73  -0.164
H -2.78 1.98 -2.47  0.162
C 2.99 5.68 -7.02  -0.172
H -6.22 1.93 4.99  0.126
H -4.24 -0.15 0.15  0.123
C 1.70 -10.83 -1.21  -0.184
O 3.92 4.21 -8.73  -0.195
H -0.85 -8.87 -3.65  0.127
H -0.01 -0.83 -5.30  0.111
N 0.40 2.06 -2.28  -0.123
O 4.19 6.25 -6.49  -0.130
H -4.55 3.51 5.76  0.116
H -1.59 -2.86 -7.17  0.082
O -2.99 2.26 6.09  -0.120
C -1.73 9.19 4.65  -0.166
H 4.67 8.50 -8.03  0.124
H 0.46 -2.89 5.87  0.079
C -0.62 -9.44 -2.74  -0.168
H 4.53 2.27 -9.11  0.087
O -5.01 0.29 4.89  -0.206
O -2.63 1.08 3.31  -0.197
H 3.04 3.71 -2.25  -0.001
C -0.24 -1.88 8.07  -0.184
C 5.25 6.51 -7.41  -0.167
C 1.12 -9.42 -1.02  -0.172
H 3.24 8.67 -10.51  0.089
C 2.69 3.78 0.57  -0.132
H 1.73 5.24 -0.99  0.118
H -6.28 -1.18 5.58  0.088
H -2.09 10.15 5.05  0.130
C 2.96 8.01 -9.69  -0.109
H 2.85 -1.79 -2.46  0.167
H -3.82 5.46 4.87  0.077
H -3.48 -1.78 -0.48  0.116
H 2.45 -10.81 -2.02  0.123
H -3.80 -4.56 8.98  0.124
H -5.58 1.42 6.57  0.127
C -1.89 -9.44 -1.87  -0.186
C 2.25 -4.56 -3.52  0.005
H -0.86 3.92 -0.25  0.142
C -2.87 8.18 4.79  -0.180
C -4.19 2.55 5.36  -0.178
O -0.53 8.91 5.38  -0.119
H -3.16 -9.74 0.71  0.087
H 5.17 -2.43 -5.08  0.107
H 2.70 8.60 -8.80  0.086
C -2.79 5.81 5.01  -0.109
C -5.25 -0.84 5.72  -0.104
H 3.22 2.89 -4.45  0.012
H -3.36 -4.03 6.61  0.123
C 4.55 -3.33 -4.59  0.003
H -0.42 6.84 5.19  0.101
H -2.39 -5.51 11.28  0.088
C 0.05 8.71 1.60  -0.107
H -1.93 2.97 2.71  0.082
H 5.15 1.76 -3.67  -0.022
C 2.96 -3.23 -4.20  -0.174
C 3.09 4.25 -7.58  -0.192
H -1.35 -3.38 -4.12  0.122
H -2.88 0.20 5.90  0.104
H 1.97 -3.22 6.77  0.087
H 2.06 7.45 -9.98  0.089
C 0.19 7.72 5.02  -0.168
H 1.39 6.78 3.50  0.115
H 5.62 5.57 -7.84  0.102
H 1.46 -12.10 -3.37  0.086
H -1.81 -2.33 9.52  0.104
H -2.57 -2.00 -3.74  0.123
H 5.28 -7.00 -3.27  0.091
H 5.28 3.01 -7.66  0.080
C 3.12 -5.92 -3.17  -0.033
C 0.91 -3.45 6.69  -0.107
H 2.53 6.36 -7.73  0.104
H 0.42 2.49 -0.02  0.134
H -3.76 8.57 4.28  0.126
C 0.07 -0.32 -2.56  0.015
H 1.95 -8.76 -0.73  0.119
H -0.37 -10.44 -3.09  0.104
C -1.41 -2.20 -3.94  -0.167
C 1.69 1.40 -2.75  -0.132
C 5.41 -4.70 -4.27  -0.047
O -1.77 -4.69 9.50  -0.204
H 1.10 -4.59 -3.24  0.083
C -2.57 -3.83 7.35  -0.168

Summary:
* HOMO energy: -10.43 eV
* charge: +1
* multiplicity: 1

Molecular formula: C6H14O
Method: DFT, the ωB97M-V functional and the def2-TZVPD basis

Each line ends with the Löwdin charge.
Atoms and positions in Å:
H -2.51 -1.48 -0.82  0.076
H 0.19 0.86 -0.83  0.094
H -2.45 1.38 0.51  0.081
C 0.13 0.50 0.22  -0.143
H 2.93 0.46 1.22  0.091
C -1.13 -0.35 0.43  -0.420
H -1.87 -0.01 -1.57  0.084
C -1.62 -0.86 -0.93  -0.087
H 2.17 -1.69 -0.84  0.099
H -1.94 0.81 2.11  0.075
C 2.67 0.65 0.17  -0.060
H -0.84 -1.45 -1.43  0.073
C 1.44 -0.09 -0.30  -0.523
O 1.49 -1.47 -0.19  -0.018
H 2.52 1.72 0.03  0.086
H -3.16 -0.09 1.19  0.075
H 0.23 1.35 0.91  0.121
H 3.49 0.32 -0.48  0.076
H 1.41 0.18 -1.57  0.176
H -0.94 -1.23 1.07  0.135
C -2.23 0.48 1.10  -0.093

Summary:
* HOMO energy: -9.38 eV
* charge: 0
* structure (SMILES): CC(C)C[C@@H](C)O
* multiplicity: 1

Molecular formula: C3H7I2P
Method: DFT, the ωB97M-V functional and the def2-TZVPD basis

Each line ends with the Löwdin charge.
Atoms and positions in Å:
C 1.41 0.64 -0.12  -0.500
I 4.56 1.53 -0.42  0.284
H 1.14 1.45 0.42  0.003
C -1.05 0.05 0.41  -0.123
C 0.32 -0.45 -0.12  -0.372
H -1.66 0.42 -0.48  0.089
H 0.19 -1.06 -1.02  0.097
H 0.50 -1.40 0.45  0.075
H -0.98 0.67 1.30  0.064
P 3.07 0.04 0.82  -0.011
H 1.85 0.89 -1.18  0.053
H -1.63 -0.86 0.73  0.071
I 3.71 -2.06 -0.23  0.268

Summary:
* HOMO energy: -8.93 eV
* charge: 0
* multiplicity: 1